This record from the Open Molecules 2025 dataset describes a single C6H6O molecule at a distorted geometry. The level of theory is wB97M-V/def2-TZVPD.

XYZ file:
```
13
Properties=species:S:1:pos:R:3:forces:R:3
C -1.59548 0.42575 -1.07294 0.45 -4.18 0.66
C -1.25133 -1.00811 -0.41293 -0.30 3.93 -3.64
C 0.23188 -1.35553 -0.51018 -2.04 1.15 3.44
C 0.68015 0.09571 0.05152 0.61 0.40 0.54
C -0.52854 1.06897 -0.25088 0.16 -3.82 0.50
C -1.89715 0.57186 0.35263 -0.93 1.32 0.58
O -1.95700 -0.82910 0.70513 1.90 -0.06 0.62
H 0.43969 -2.21845 0.10243 0.57 -0.01 0.53
H 0.55785 -1.54372 -1.46542 0.42 -0.14 -2.31
H 0.95209 0.08804 1.19060 -0.24 -0.01 -2.26
H 1.52349 0.49093 -0.59479 -0.71 -0.75 1.01
H -0.39541 2.05387 -0.53278 0.67 2.17 0.41
H -2.53904 1.21624 0.93090 -0.54 0.01 -0.05
```
Forces are in eV/Å.

M ... 94.1 g/mol
Highest occupied orbital energy (spin up / spin down) ... -7.84 / -7.81 eV
2S+1 ... 1
E_tot ... -307.2077 Ha
Energy above the lowest of the compared OMol25 structures with the same formula, charge and spin ... 160.5 kcal per mole

---

This record from the Open Molecules 2025 dataset describes 4 unconnected molecules or ions with the total composition C63H67FIN6O8 at a distorted geometry. The level of theory is wB97M-V/def2-TZVPD.

XYZ file:
```
146
Properties=species:S:1:pos:R:3:forces:R:3
C -1.14272 2.24905 -4.24355 1.15 0.06 0.88
C -0.35584 0.88013 -3.76457 0.13 -0.58 -1.02
C -1.39192 -0.38893 -3.45105 0.26 1.45 0.42
O -0.82615 -1.55264 -4.15572 -1.61 -1.22 1.02
C -1.60368 -2.77998 -3.91174 -1.23 0.80 0.57
C -1.78766 -3.75710 -5.21356 -1.14 -1.47 1.11
C -0.48080 -4.37792 -5.98235 1.01 1.68 -0.84
C 0.97262 -3.93017 -5.37464 0.86 -0.22 -0.06
C 1.31602 -4.51728 -3.88135 0.84 -0.14 -0.09
C 2.27770 -5.87608 -3.99535 -1.80 0.95 1.29
N 3.69641 -5.46928 -4.32740 -0.09 -3.06 -0.50
C 4.28950 -6.60609 -5.14526 2.73 0.61 -4.46
N 4.87791 -6.34606 -6.37137 -2.72 -0.25 5.21
N 4.31521 -8.06880 -4.68208 0.07 1.09 -1.01
N -2.40646 -5.02074 -4.55361 -0.28 -2.23 -1.74
C -3.39609 -5.61800 -5.53148 -0.89 2.41 0.77
N -3.53832 -6.92746 -5.91669 1.07 3.22 1.82
C -2.66130 -7.97712 -5.27808 1.12 -2.47 0.01
C -1.25999 -8.19910 -6.15263 0.42 -0.49 -0.44
F -0.06865 -8.32605 -5.24627 -3.01 0.63 -2.07
N -4.17374 -4.42018 -6.01860 1.00 -1.25 -0.10
C -5.35194 -3.94559 -5.13460 0.53 -0.81 0.61
C -6.22317 -5.27845 -4.78845 0.18 0.05 0.02
C -7.79441 -5.07116 -4.43485 -0.40 -0.01 0.54
C -8.34287 -3.53717 -4.34496 -0.94 0.17 0.63
C -8.18739 -2.85181 -2.83074 -1.75 -0.37 -1.20
O -6.81349 -2.88878 -2.31131 -2.39 -0.58 1.11
C -6.75443 -3.29381 -0.89688 1.27 -1.15 0.90
C -5.34622 -4.18212 -0.74317 -0.81 0.62 -0.52
C -3.06376 -3.40365 -6.23467 2.20 -1.65 -2.35
I -3.56067 -1.30922 -6.62271 0.06 -1.26 0.51
H -2.21821 1.99746 -4.64164 2.17 0.66 0.76
H -0.46405 2.76196 -5.07263 -1.74 -1.02 1.73
H -1.16010 2.97846 -3.30088 -0.35 -1.47 -2.23
H 0.30970 0.54596 -4.69676 -1.47 0.48 2.10
H 0.39974 1.06792 -2.86392 -1.89 -0.36 -1.90
H -2.49075 -0.17493 -3.86363 2.34 -0.41 0.82
H -1.45676 -0.52728 -2.27127 0.15 -0.09 -2.47
H -2.70146 -2.41974 -3.61020 2.02 -0.88 -0.74
H -1.22733 -3.40246 -2.96738 -0.38 1.29 -2.17
H -0.50290 -5.51996 -5.97844 -0.25 1.64 0.19
H -0.48855 -4.03393 -7.12514 -0.09 -0.62 2.43
H 1.16986 -2.76944 -5.36955 -0.87 -2.33 -0.15
H 1.80130 -4.38601 -6.10214 -1.81 0.96 1.50
H 0.38827 -4.84090 -3.24711 1.56 0.76 -1.32
H 1.90135 -3.65253 -3.30496 -1.27 -2.06 -1.08
H 2.18714 -6.40636 -2.93540 0.28 0.76 -2.38
H 1.78567 -6.54223 -4.83492 1.29 1.18 1.71
H 4.25762 -5.36556 -3.44825 -0.77 -0.27 -1.01
H 4.81675 -5.31443 -6.56039 -0.03 -1.03 0.50
H 5.29369 -8.45192 -4.82500 -1.58 0.93 0.03
H 3.69306 -8.66456 -5.30253 0.98 1.27 0.92
H -2.91375 -4.85632 -3.67306 0.10 0.04 -0.42
H -4.23700 -7.19705 -6.64732 0.79 0.64 0.99
H -2.41997 -7.79152 -4.14605 -0.50 0.07 -2.44
H -3.21098 -9.03644 -5.33904 0.89 2.64 0.16
H -1.31042 -9.20572 -6.76884 0.15 1.99 1.57
H -1.10893 -7.34684 -6.96888 -0.04 -1.58 2.17
H -5.89272 -3.12517 -5.77008 1.04 -1.70 1.44
H -4.83247 -3.51281 -4.15635 -1.61 -0.56 -1.91
H -6.17097 -5.98087 -5.75075 0.03 1.41 2.19
H -5.71348 -5.78576 -3.83846 -0.93 0.85 -2.23
H -8.42623 -5.66718 -5.22401 1.20 1.25 1.55
H -7.99478 -5.57209 -3.37291 0.34 1.06 -2.33
H -9.52557 -3.59932 -4.50681 2.57 0.21 0.35
H -7.95750 -2.80439 -5.17243 -0.51 -1.56 1.54
H -8.97215 -3.44804 -2.15838 2.01 1.17 -1.13
H -8.63618 -1.76721 -2.94285 1.24 -1.91 0.44
H -7.61210 -4.01509 -0.55285 1.28 1.53 -1.08
H -6.73267 -2.39880 -0.13161 -0.09 -1.50 -1.82
H -5.63379 -5.23940 -0.33437 0.87 2.09 -0.52
H -4.89484 -4.33102 -1.83720 -0.89 0.45 2.41
H -4.62384 -3.56590 -0.05854 -1.16 -1.63 -1.33
H -2.64667 -3.76016 -7.29404 -0.83 1.15 2.20
C -1.28918 7.02237 1.14554 0.35 -0.02 0.01
C -1.73683 5.84978 0.53755 0.31 -0.21 -0.05
C -0.82260 4.86207 0.16758 -0.25 0.22 0.10
C 0.54572 5.05264 0.39531 -0.56 0.21 0.02
C 0.99542 6.23549 0.98076 -0.62 0.23 0.00
C 0.07468 7.21804 1.36749 -0.29 -0.03 -0.08
C 2.44039 6.46840 1.18046 0.55 1.31 0.63
O 2.83601 7.50568 1.69792 -0.29 -0.68 -0.32
C 3.40143 5.43771 0.73983 0.63 -0.18 -0.07
C 4.77685 5.67025 0.87019 0.22 -0.23 -0.08
C 5.69232 4.69522 0.46826 -0.28 0.21 0.08
C 5.23821 3.48481 -0.05478 -0.38 0.03 0.01
C 3.86875 3.25272 -0.19097 0.32 0.06 0.03
C 2.94895 4.23548 0.19825 0.52 -0.26 -0.06
C 1.50376 3.99482 0.01700 -0.36 -1.16 -0.53
O 1.10396 2.93315 -0.44691 0.15 0.49 0.19
H -2.00247 7.78821 1.44226 0.15 -0.14 -0.04
H -2.79869 5.70280 0.35303 0.20 0.02 0.05
H -1.17983 3.94698 -0.30188 0.26 0.16 0.13
H 0.41726 8.13823 1.83753 0.09 -0.28 -0.13
H 5.13963 6.61132 1.28054 -0.26 -0.20 -0.07
H 6.75997 4.87996 0.56552 -0.23 -0.04 0.03
H 5.95093 2.72222 -0.36123 -0.14 0.14 0.07
H 3.52176 2.30730 -0.60469 -0.08 0.30 0.11
C 3.66650 1.08771 5.63260 0.34 -0.04 0.11
C 3.74370 1.98590 4.56851 0.39 0.06 -0.03
C 4.98544 2.46422 4.14714 -0.32 -0.09 0.07
C 6.15362 2.05236 4.79999 -0.63 -0.02 -0.02
C 6.07428 1.17350 5.87955 -0.66 -0.02 -0.09
C 4.82858 0.68079 6.28964 -0.26 0.10 -0.15
C 7.29528 0.77106 6.60706 -0.04 -0.95 1.18
O 7.22682 -0.00371 7.55325 0.02 0.47 -0.60
C 8.59793 1.32230 6.18362 0.66 0.07 0.11
C 9.75622 0.99469 6.90047 0.30 0.11 -0.09
C 10.99417 1.50103 6.49871 -0.39 -0.09 0.02
C 11.08024 2.32602 5.37761 -0.36 0.02 -0.11
C 9.92725 2.65853 4.66495 0.25 -0.07 0.17
C 8.68230 2.16326 5.07498 0.62 0.05 0.04
C 7.46411 2.54957 4.33596 0.14 0.87 -1.13
O 7.53829 3.27832 3.35330 -0.07 -0.41 0.51
H 2.69958 0.70775 5.95513 0.19 0.07 -0.04
H 2.83686 2.31286 4.06461 0.15 -0.06 0.06
H 5.03846 3.16117 3.31237 0.17 -0.16 0.17
H 4.76010 -0.01626 7.12298 0.20 0.20 -0.18
H 9.69814 0.34865 7.77504 -0.17 0.14 -0.26
H 11.89158 1.24960 7.05988 -0.19 0.03 -0.10
H 12.04540 2.71473 5.06013 -0.20 -0.06 0.05
H 10.00156 3.30709 3.79361 -0.20 -0.17 0.21
C -5.44225 6.48315 9.12308 0.22 -0.04 -0.29
C -4.58604 6.22894 10.19420 0.33 -0.06 -0.18
C -3.23871 5.94939 9.96006 -0.31 0.06 0.09
C -2.74806 5.91188 8.64921 -0.50 0.06 0.38
C -3.60942 6.14180 7.57714 -0.48 0.10 0.39
C -4.95752 6.43963 7.81509 -0.10 -0.01 0.30
C -3.11369 6.05588 6.18827 -0.90 0.25 -1.04
O -3.86888 6.26121 5.24607 0.42 -0.12 0.48
C -1.69781 5.71057 5.95134 0.51 -0.15 -0.44
C -1.22825 5.56891 4.63898 0.32 -0.08 -0.06
C 0.11256 5.25559 4.40578 -0.35 0.06 0.20
C 0.98806 5.09255 5.47899 -0.23 0.04 0.29
C 0.52176 5.22756 6.78750 0.10 -0.04 -0.28
C -0.82635 5.52761 7.02394 0.51 -0.11 -0.43
C -1.31770 5.63303 8.41204 0.95 -0.19 1.24
O -0.54992 5.48531 9.35591 -0.50 0.08 -0.64
H -6.49028 6.71009 9.30598 0.20 -0.04 -0.05
H -4.96667 6.25036 11.21295 0.09 0.00 -0.19
H -2.57504 5.75707 10.80146 -0.02 0.05 -0.33
H -5.63293 6.63369 6.98371 0.30 -0.09 0.09
H -1.90453 5.69770 3.79537 0.05 0.02 0.32
H 0.47388 5.14090 3.38609 -0.12 0.03 0.19
H 2.03416 4.85562 5.29748 -0.17 0.05 0.06
H 1.21004 5.09402 7.62046 -0.31 0.06 -0.09
```
Forces are in eV/Å.

M ... 1182.2 g/mol
Net charge ... +1
Highest occupied orbital energy ... -10.66 eV
2S+1 ... 1
E_tot ... -3768.2518 Ha

---

This record from the Open Molecules 2025 dataset describes a single CH3N molecule. The level of theory is wB97M-V/def2-TZVPD.

XYZ file:
```
5
Properties=species:S:1:pos:R:3:forces:R:3
C -0.09426 -0.36397 0.10997 -0.17 -0.19 0.52
N 0.38612 0.79068 0.24018 0.14 0.20 0.28
H -0.10315 -0.97629 1.01472 0.02 -0.16 -0.18
H -0.54416 -0.81954 -0.77601 0.10 0.24 -0.17
H 0.35545 1.36912 -0.58885 -0.09 -0.08 -0.46
```
Forces are in eV/Å.

M ... 29.0 g/mol
Highest occupied orbital energy ... -10.10 eV
2S+1 ... 1
SMILES string ... C=N
E_tot ... -94.6219 Ha
Energy above the lowest of the compared OMol25 structures with the same formula, charge and spin ... 0.8 kcal per mole